[1]
C18H49N3O7 | ωB97M-V with the def2-TZVPD basis set

XYZ file:
```
77
Properties=species:S:1:pos:R:3:forces:R:3:mulliken_charge:R:1
O 7.312 -12.362 4.116 0.24 -0.04 0.41 -1.13
H 8.023 -12.338 4.785 -0.41 0.03 -0.48 0.16
C 12.072 -16.556 -0.233 -0.32 -0.24 -1.63 -0.75
O 11.159 -15.492 -0.473 0.19 1.00 -0.30 -0.36
C 9.849 -15.844 -0.982 2.25 0.27 1.62 -0.72
C 9.354 -14.659 -1.764 0.62 -1.99 1.04 -0.44
N 9.592 -13.409 -0.927 -1.85 -1.15 -3.91 -0.11
H 8.900 -13.371 -0.192 -0.19 0.12 0.48 0.41
H 10.519 -13.427 -0.524 0.76 -0.09 0.01 0.46
C 9.357 -12.229 -1.911 -0.10 0.42 3.50 -0.84
C 10.437 -11.955 -2.871 1.66 -0.26 -0.16 -0.38
O 11.720 -11.852 -2.205 -4.88 -0.42 1.69 -0.32
C 12.738 -11.534 -3.022 1.95 0.21 -1.08 -0.77
H 11.586 -17.305 0.393 0.46 -0.17 0.06 0.28
H 13.069 -16.247 0.080 -0.56 0.58 0.81 0.27
H 12.305 -16.898 -1.241 -0.12 -1.04 0.02 0.32
H 9.339 -15.961 -0.027 -1.06 -0.43 -0.42 0.36
H 9.841 -16.745 -1.596 0.04 -0.09 0.08 0.44
H 8.342 -15.029 -1.928 -0.68 1.54 0.02 0.31
H 9.843 -14.630 -2.738 0.20 0.57 0.31 0.32
H 9.329 -11.507 -1.095 -0.16 1.19 -0.85 0.42
H 8.371 -12.300 -2.370 0.16 -0.34 0.10 0.36
H 10.139 -11.036 -3.375 0.26 0.35 -0.02 0.46
H 10.478 -12.710 -3.656 0.15 -0.23 -0.13 0.38
H 13.470 -11.073 -2.359 0.45 -0.11 -0.49 0.25
H 12.457 -10.833 -3.808 0.06 0.13 -0.11 0.34
H 13.081 -12.475 -3.453 0.70 0.22 -0.45 0.30
C 9.087 -5.473 3.006 -0.52 0.98 -2.08 -0.75
O 7.876 -6.124 3.238 -0.94 -1.06 -0.64 -0.32
C 6.967 -5.438 4.034 -0.12 -2.11 1.88 -0.66
C 5.506 -5.702 3.568 0.17 -0.10 -0.68 -0.43
N 5.123 -7.192 3.433 0.96 -0.43 -1.61 -0.20
H 5.822 -7.752 2.965 1.32 0.48 -0.43 0.43
H 5.114 -7.669 4.324 -0.37 0.21 0.74 0.38
C 3.911 -7.641 2.622 -1.21 0.02 0.55 -0.84
C 3.673 -6.953 1.253 1.11 -1.61 0.84 -0.52
O 4.977 -6.941 0.594 -1.51 -0.29 1.81 -0.27
C 4.912 -6.559 -0.738 0.01 1.58 -1.22 -0.83
H 9.229 -5.730 1.956 1.15 -0.15 0.12 0.28
H 9.945 -5.664 3.650 -0.34 -0.24 0.19 0.26
H 8.816 -4.420 2.929 0.73 0.44 0.40 0.38
H 7.266 -4.395 4.134 -0.76 0.21 -0.08 0.55
H 7.152 -5.967 4.969 -0.65 0.73 1.01 0.30
H 5.507 -5.215 2.592 -0.73 -0.55 -0.25 0.22
H 4.673 -5.354 4.178 0.57 0.65 0.21 0.42
H 3.076 -7.571 3.319 -0.37 0.70 -0.36 0.41
H 3.938 -8.724 2.506 0.93 0.00 -0.12 0.43
H 3.050 -6.082 1.455 0.95 1.05 -0.65 0.38
H 3.010 -7.609 0.690 -0.04 -0.21 -0.02 0.46
H 4.353 -7.171 -1.447 -0.32 -0.58 0.48 0.31
H 5.911 -6.467 -1.164 0.12 -0.09 0.40 0.26
H 4.464 -5.565 -0.749 -0.04 0.22 -0.46 0.34
C 7.596 -19.197 6.656 -0.02 -2.95 -0.38 -0.77
O 6.692 -18.443 7.366 2.30 3.63 1.82 -0.30
C 5.410 -18.481 6.966 -1.89 -0.67 -0.77 -0.64
C 4.584 -17.417 7.753 2.29 0.01 -0.27 -0.67
N 5.392 -16.084 7.763 -1.75 1.00 0.62 -0.20
H 6.194 -16.212 8.364 0.67 -0.21 0.09 0.43
H 5.706 -15.700 6.883 0.29 -0.55 -0.77 0.40
C 4.608 -14.929 8.424 0.17 -0.60 1.16 -0.74
C 5.492 -13.836 8.999 0.49 -1.85 -0.15 -0.54
O 6.412 -14.469 9.940 -2.49 -0.06 -1.69 -0.34
C 7.278 -13.546 10.504 1.61 -0.37 0.61 -0.79
H 7.493 -19.140 5.572 -0.17 0.25 -0.08 0.31
H 7.320 -20.194 7.000 0.22 -0.89 -0.80 0.32
H 8.658 -19.196 6.900 -0.22 1.30 0.51 0.28
H 5.087 -19.493 7.210 -1.10 -0.12 0.08 0.44
H 5.329 -18.419 5.881 -0.20 0.48 -0.29 0.47
H 4.688 -17.759 8.783 -0.59 0.32 0.13 0.38
H 3.557 -17.218 7.449 0.28 -0.19 -0.09 0.41
H 4.118 -15.456 9.243 -0.57 0.37 -0.14 0.42
H 3.959 -14.381 7.741 -0.31 -0.88 -0.26 0.36
H 4.817 -13.086 9.409 0.20 0.03 0.50 0.41
H 5.924 -13.415 8.091 1.08 0.52 0.34 0.41
H 7.857 -13.164 9.663 -0.02 1.20 0.44 0.36
H 8.004 -14.079 11.117 0.00 -0.40 -0.11 0.25
H 6.795 -12.913 11.248 -0.16 0.76 -0.67 0.29
```
Forces are in eV/Å.

Results
relative energy (zero: lowest compared OMol25 entry of this formula, charge and spin): 602.9 kJ/mol
net charge: +2

[2]
C18H50As2N4O3Si3Zn | ωB97M-V with the def2-TZVPD basis set

XYZ file:
```
81
Properties=species:S:1:pos:R:3:forces:R:3:mulliken_charge:R:1
Zn -0.730 0.728 0.679 0.38 0.33 0.03 1.36
N 0.899 -0.597 0.045 0.14 0.47 0.27 -0.67
C 2.016 0.095 0.747 -0.08 -0.33 -0.06 1.29
C 3.365 -0.646 0.739 -0.05 -0.06 -0.02 -0.90
C 4.469 -0.084 -0.169 -0.18 0.16 -0.01 -0.55
C 5.064 1.237 0.328 -0.15 -0.05 0.03 -1.02
N 4.142 2.381 0.192 0.14 -0.19 -0.13 -0.02
C 3.902 3.017 -0.948 0.13 -0.23 -0.02 0.85
N 2.772 3.714 -1.097 -0.14 -0.01 0.22 -0.24
N 4.777 2.944 -1.949 -0.05 0.13 -0.07 -0.33
C 1.552 0.491 2.171 -0.89 0.08 -0.01 -0.16
O 2.399 0.840 2.975 -0.11 0.05 -0.17 -0.70
O 0.254 0.515 2.354 1.13 -0.10 0.12 -0.68
H 0.757 -1.498 0.488 -0.15 -0.12 0.05 0.38
H 1.142 -0.787 -0.918 0.02 0.05 -0.18 0.26
H 2.097 1.049 0.237 0.07 0.18 -0.15 -0.53
H 3.184 -1.688 0.461 0.01 0.04 0.01 0.38
H 3.742 -0.654 1.760 0.03 -0.05 0.07 0.46
H 4.123 0.036 -1.205 0.03 -0.04 0.11 0.26
H 5.283 -0.810 -0.193 0.01 0.01 -0.04 0.45
H 5.994 1.465 -0.190 0.04 0.01 0.03 0.39
H 5.314 1.163 1.385 -0.01 0.05 0.03 0.46
H 3.475 2.513 0.931 -0.09 0.02 0.23 0.05
H 1.963 3.489 -0.521 -0.06 -0.02 -0.12 -0.06
H 2.614 4.236 -1.941 -0.05 0.05 -0.02 0.23
H 5.697 2.571 -1.801 0.07 0.02 0.01 0.18
H 4.628 3.461 -2.799 -0.02 -0.03 -0.05 0.24
C -3.140 -1.738 3.013 0.15 -0.22 0.15 -1.03
Si -4.143 -0.386 2.256 0.10 0.07 -0.20 0.24
C -5.855 -0.919 1.831 -0.37 -0.11 -0.09 -0.93
C -4.160 1.145 3.294 0.02 0.25 0.18 -0.94
As -3.015 0.197 0.229 0.13 -0.11 -0.15 0.16
Si -2.935 -1.774 -1.127 -0.16 0.15 0.20 0.12
C -4.652 -2.459 -1.163 -0.23 -0.14 -0.06 -0.99
C -2.297 -1.339 -2.807 0.08 0.11 -0.29 -1.04
C -1.753 -2.941 -0.303 0.19 -0.19 0.20 -0.96
Si -4.101 1.976 -0.919 0.03 -0.16 0.06 0.20
C -3.572 1.869 -2.687 0.06 -0.07 -0.30 -1.04
C -5.917 1.772 -0.684 -0.34 -0.04 -0.04 -1.06
C -3.480 3.537 -0.147 0.00 0.37 0.20 -0.50
H -3.485 -1.909 4.040 0.06 -0.03 -0.10 0.43
H -2.077 -1.479 3.054 -0.08 -0.04 0.04 0.24
H -3.258 -2.675 2.461 0.02 0.07 0.12 0.27
H -6.421 -1.036 2.765 0.05 -0.01 -0.14 0.42
H -5.869 -1.878 1.306 -0.06 0.15 0.10 0.27
H -6.377 -0.180 1.215 0.03 -0.15 0.13 0.25
H -4.937 1.046 4.061 0.10 0.04 -0.04 0.49
H -4.389 2.039 2.705 0.00 -0.05 0.09 0.24
H -3.201 1.285 3.802 -0.11 0.02 -0.03 0.23
H -5.398 -1.665 -1.259 -0.01 -0.11 -0.02 0.28
H -4.860 -3.019 -0.246 -0.02 0.04 -0.13 0.29
H -4.776 -3.145 -2.010 0.02 0.08 0.12 0.43
H -3.059 -0.866 -3.432 0.14 -0.08 0.04 0.32
H -1.981 -2.266 -3.301 -0.03 0.11 0.01 0.42
H -1.431 -0.671 -2.754 -0.05 -0.07 -0.06 0.26
H -1.860 -2.959 0.786 0.06 -0.04 -0.16 0.29
H -0.722 -2.676 -0.553 -0.06 -0.09 0.02 0.16
H -1.928 -3.957 -0.677 0.04 0.12 0.05 0.46
H -4.117 1.079 -3.215 0.08 0.13 0.03 0.23
H -2.501 1.660 -2.772 -0.10 0.07 -0.06 0.32
H -3.779 2.818 -3.195 0.01 -0.12 0.04 0.44
H -6.248 0.772 -0.980 -0.04 0.12 0.02 0.31
H -6.461 2.501 -1.297 0.05 -0.09 0.09 0.44
H -6.196 1.936 0.361 -0.03 -0.01 -0.10 0.29
H -2.406 3.465 0.028 0.08 0.07 -0.01 -0.37
H -3.991 3.753 0.799 0.12 -0.01 -0.11 0.40
H -3.661 4.377 -0.830 0.00 -0.08 0.14 0.51
C -1.027 3.159 3.281 0.09 0.09 0.14 -0.94
As 0.132 3.756 1.896 -0.34 -0.15 -0.38 1.21
C 1.870 3.995 2.650 -0.01 -0.08 0.03 -1.20
C -0.377 5.526 1.375 -0.07 0.01 0.14 -1.12
O 0.068 2.751 0.516 0.26 -0.15 0.23 -1.16
H -1.126 3.964 4.008 -0.06 -0.01 0.01 0.62
H -0.591 2.276 3.743 -0.01 -0.05 -0.02 0.38
H -1.996 2.924 2.853 -0.12 0.00 -0.05 -0.03
H 1.707 4.506 3.602 0.12 -0.02 -0.04 0.52
H 2.460 4.635 2.002 0.11 0.10 -0.07 0.42
H 2.357 3.041 2.839 -0.03 -0.07 0.11 0.23
H -0.327 6.178 2.250 0.00 -0.05 -0.07 0.43
H -1.386 5.532 0.973 -0.04 -0.02 -0.04 0.32
H 0.324 5.884 0.626 0.03 0.04 -0.09 0.42
```
Forces are in eV/Å.

Results
net charge: +2

[3]
C18H50Li2O12 | ωB97M-V with the def2-TZVPD basis set

XYZ file:
```
82
Properties=species:S:1:pos:R:3:forces:R:3:mulliken_charge:R:1
Li -0.565 1.556 -2.356 0.80 -1.19 -0.30 0.85
Li 1.058 3.743 -0.608 0.64 -1.65 -0.24 0.78
C -0.823 -1.907 -3.229 -1.71 -0.04 0.03 0.11
C -1.141 -0.713 -4.121 1.68 1.09 -0.30 -0.52
O -0.251 0.344 -3.888 -0.82 0.49 1.00 -0.94
H -1.070 -1.692 -2.185 0.52 0.15 0.08 -0.48
H 0.204 -2.227 -3.372 0.07 -0.02 0.08 0.22
H -1.541 -2.701 -3.496 0.42 -0.25 -0.05 0.31
H -2.176 -0.333 -4.044 -0.27 -0.63 0.14 0.11
H -0.996 -1.095 -5.152 -0.33 0.14 -0.08 0.26
C -0.485 0.596 0.966 0.11 -0.17 0.50 -0.06
C 0.743 0.700 0.013 -1.74 -1.08 -0.93 0.43
O 0.822 1.802 -0.803 -0.35 2.15 0.17 -0.97
H -0.708 -0.462 1.166 0.78 0.20 0.34 -0.37
H -1.499 0.886 0.663 0.48 0.80 -0.69 0.06
H -0.219 1.148 1.872 -0.53 -0.16 0.07 -0.19
H 0.590 -0.189 -0.625 0.46 -0.13 -0.15 -0.11
H 1.631 0.475 0.615 0.22 0.32 0.11 0.07
C -4.518 3.383 -2.259 0.24 1.44 0.08 -1.57
C -3.811 2.466 -1.302 0.30 -1.79 0.06 0.52
C -4.331 1.003 -1.413 0.86 0.96 0.99 -0.95
O -2.367 2.440 -1.565 -0.53 0.84 -0.85 -0.44
H -4.669 2.973 -3.256 -0.24 -0.36 0.19 0.39
H -3.954 4.313 -2.442 0.17 -0.14 0.23 0.46
H -5.435 3.776 -1.816 -0.28 -0.44 -0.23 0.38
H -3.884 2.749 -0.250 -0.21 0.40 -0.16 0.22
H -3.452 0.390 -1.215 -0.13 -0.33 -0.32 0.04
H -4.773 0.796 -2.380 -0.04 -0.21 0.02 0.37
H -4.995 0.826 -0.566 -0.43 -0.14 -0.36 0.33
H -2.310 3.130 -2.244 0.45 -0.14 0.09 0.28
C -3.372 -5.322 -1.107 1.11 -0.76 -0.60 -1.42
C -2.292 -4.286 -0.797 -1.21 2.08 -0.29 0.60
C -2.962 -2.897 -0.594 -0.48 -0.39 0.80 -1.14
O -1.481 -4.634 0.298 0.28 -0.27 0.34 -0.58
H -3.997 -5.061 -1.961 -0.19 0.43 0.26 0.37
H -3.953 -5.568 -0.220 -0.16 0.21 -0.02 0.32
H -2.885 -6.243 -1.447 0.02 -0.08 0.30 0.36
H -1.621 -4.036 -1.624 0.08 -0.98 -0.17 0.20
H -3.677 -2.900 0.244 0.18 -0.31 -0.28 0.63
H -3.536 -2.594 -1.469 0.30 0.02 -0.22 0.52
H -2.214 -2.146 -0.333 0.08 0.04 -0.25 -0.10
H -1.899 -4.348 1.119 -0.18 -0.04 -0.21 0.32
C 5.051 2.929 0.457 0.42 0.19 -0.94 -0.72
C 3.657 3.520 0.587 0.11 -0.32 0.66 0.57
O 3.177 4.173 -0.586 -0.30 0.16 0.12 -0.55
O 5.150 2.167 -0.750 0.05 0.32 0.95 -0.42
H 5.347 2.353 1.339 -0.51 -0.17 0.13 0.35
H 5.819 3.714 0.401 -0.28 0.39 0.09 0.40
H 3.663 4.223 1.431 0.07 0.00 -0.05 0.16
H 2.912 2.758 0.828 0.13 -0.16 -0.20 -0.34
H 3.900 4.661 -0.995 -0.12 -0.07 -0.13 0.26
H 6.089 1.950 -0.801 -0.22 -0.41 -0.50 0.26
C 5.637 -1.480 -1.814 1.05 0.38 0.09 -0.51
C 4.208 -1.615 -1.370 -1.19 0.13 0.73 -0.13
O 3.325 -1.141 -2.367 0.43 -0.15 -0.23 -0.46
O 5.812 -0.213 -2.443 -0.13 0.17 -0.20 -0.47
H 5.982 -2.330 -2.409 -0.28 0.17 -0.46 0.39
H 6.328 -1.444 -0.963 -0.37 -0.49 0.41 0.26
H 4.047 -1.063 -0.433 0.18 0.33 -0.12 0.09
H 3.924 -2.638 -1.097 0.56 -0.26 -0.18 0.39
H 2.423 -1.327 -2.097 -0.13 0.12 -0.05 0.20
H 6.503 -0.232 -3.107 -0.02 -0.32 -0.03 0.25
C 2.229 1.625 3.995 0.26 -0.03 0.32 -0.30
C 1.739 3.035 3.865 0.04 0.87 0.21 -0.48
O 0.971 3.165 2.667 0.31 -0.21 -0.36 -0.43
O 1.138 0.751 4.162 -0.05 -0.12 0.05 -0.48
H 2.875 1.584 4.878 -0.26 -0.14 0.16 0.36
H 2.881 1.306 3.173 -0.26 0.21 -0.29 0.15
H 2.582 3.734 3.925 0.04 -0.04 -0.40 0.38
H 1.086 3.301 4.703 0.08 -0.30 0.17 0.32
H 0.823 4.089 2.458 -0.06 0.14 0.31 0.24
H 0.459 1.067 3.552 -0.04 -0.30 0.00 0.31
C -1.724 -1.779 4.248 -0.14 -0.07 -0.14 -0.64
C -1.764 -2.436 2.863 0.62 1.81 0.76 0.25
O -3.096 -2.451 2.392 -0.32 -0.89 0.25 -0.54
O -2.280 -2.661 5.231 -0.10 0.82 -0.18 -0.54
H -2.301 -0.848 4.159 -0.22 -0.11 0.13 0.32
H -0.748 -1.417 4.582 0.25 -0.58 -0.19 0.29
H -1.328 -3.426 2.926 -0.29 -0.29 -0.16 0.45
H -1.151 -1.797 2.217 0.09 -0.52 -0.04 0.04
H -3.344 -1.588 2.053 0.24 0.10 -0.02 0.36
H -3.189 -2.358 5.321 -0.03 -0.44 0.19 0.32
```
Forces are in eV/Å.

Results
relative energy (zero: lowest compared OMol25 entry of this formula, charge and spin): 0.0 kJ/mol

no.,energy (Eh),orbital gap (eV)
1,-1405.27616,5.397
2,-8279.70610,9.627
3,-1633.64121,5.164